(1)
DFT (wB97M-V/def2-TZVPD) results for a molecular structure, C15H21AuBCl2NO4S.

largest force on an atom	1.96	eV/A
relative energy (zero: lowest compared OMol25 entry of this formula, charge and spin)	27.68	kcal/mol
orbital gap	7.14	eV
LUMO	-1.55	eV

Geometry (Å):
Au 1.547 0.271 1.242
Cl -3.273 2.932 1.302
Cl -0.626 -1.829 1.682
S -0.584 1.553 1.684
O 0.679 1.255 -1.457
O 3.669 -0.326 1.525
O 0.850 -1.013 -1.398
O 5.636 -0.267 2.617
N 1.364 0.087 3.624
C 0.402 -0.687 -2.743
C -2.004 0.545 1.498
C 4.442 -0.059 2.533
C -3.251 -1.548 1.384
C -3.239 1.203 1.349
C 1.621 -0.775 -3.652
C -4.443 -0.861 1.259
C -0.124 0.771 -2.564
C 2.626 -0.357 4.214
C -0.643 -1.691 -3.189
C 0.040 1.675 -3.767
C -4.436 0.521 1.240
C 3.752 0.563 3.769
C -1.570 0.811 -2.069
C -2.054 -0.860 1.508
B 1.070 0.159 -0.752
H -2.278 0.609 -2.873
H 1.081 1.755 -4.072
H -1.719 0.088 -1.266
H 1.348 -0.592 -4.691
H 3.367 1.541 3.463
H 2.046 -1.775 -3.568
H -0.318 2.673 -3.516
H 2.821 -1.371 3.862
H -5.355 1.082 1.144
H -3.241 -2.629 1.397
H -5.376 -1.401 1.180
H 1.104 1.012 3.948
H -1.766 1.804 -1.662
H -1.061 -1.387 -4.150
H -0.175 -2.668 -3.304
H 2.585 -0.399 5.307
H 2.386 -0.060 -3.343
H -0.553 1.286 -4.596
H 0.602 -0.550 3.829
H 4.503 0.695 4.541
H -1.450 -1.786 -2.465

(2)
DFT (wB97M-V/def2-TZVPD) results for a molecular structure, C15H21AuClN3O2.

largest force on an atom	0.24	eV/A
<S²>	2.0653
total charge	+2
relative energy (zero: lowest compared OMol25 entry of this formula, charge and spin)	0.00	kcal/mol
multiplicity	3
orbital gap (alpha / beta)	5.70 / 3.97	eV
LUMO (alpha / beta)	-7.85 / -10.83	eV

Geometry (Å):
Au -0.363 0.366 -0.199
Cl -2.550 -0.269 2.582
O 2.336 0.460 -0.088
O 1.054 -1.466 1.539
N 0.207 -3.185 -3.637
N -1.031 -2.014 -5.144
N -0.169 -1.114 -1.779
C 2.469 -1.323 1.568
C 2.800 0.108 1.211
C -2.980 1.070 1.589
C 0.614 -2.691 2.113
C -1.949 1.908 1.051
C -0.711 -1.022 -2.980
C -0.515 -2.078 -3.937
C -3.690 3.236 -0.024
C 3.253 0.154 -1.128
C 0.725 -3.247 -2.449
C -2.367 2.998 0.223
C -4.668 2.399 0.531
C -4.308 1.319 1.333
C -0.567 1.743 1.382
C 0.555 -2.200 -1.491
H -3.986 4.082 -0.628
H 3.449 -0.922 -1.204
H 1.004 -2.239 -0.504
H -5.715 2.596 0.347
H -0.871 -2.788 -5.784
H -1.602 3.653 -0.176
H 2.816 0.512 -2.059
H -0.312 1.165 2.263
H 2.938 -2.027 0.866
H -5.065 0.681 1.767
H 2.296 0.778 1.908
H 0.997 -3.556 1.557
H 0.951 -2.780 3.148
H 1.305 -4.125 -2.189
H 0.082 2.589 1.180
H 2.854 -1.551 2.567
H -0.473 -2.691 2.090
H 4.203 0.668 -0.967
H -1.298 -0.143 -3.216
H -1.585 -1.229 -5.466
H 3.878 0.277 1.292

(3)
DFT (wB97M-V/def2-TZVPD) results for 4 unconnected molecules or ions with the total composition C15H21Cl2N3O3S.

largest force on an atom	0.29	eV/A
orbital gap	7.36	eV
LUMO	-0.75	eV

Geometry (Å):
Cl 1.475 0.001 2.485
Cl -2.176 0.446 -0.246
S 1.151 2.476 1.216
O 0.679 0.840 1.262
O 0.921 2.830 -0.153
O -0.083 3.082 2.051
N 3.235 -5.839 -3.887
N -2.185 5.660 3.230
N 1.065 -1.366 -1.107
C 0.592 -2.594 -0.743
C 4.441 -6.313 -4.324
C -1.111 2.339 2.747
C 4.254 -6.846 -5.572
C -2.377 2.172 1.904
C 1.987 -2.821 -2.492
C -2.670 0.744 1.451
C -2.078 5.944 4.564
C -3.399 6.083 2.763
C -4.080 6.641 3.813
C 2.278 -6.061 -4.838
C 1.145 -3.524 -1.586
C -3.240 6.552 4.957
C 2.879 -6.686 -5.898
C 1.912 -1.491 -2.171
H 0.955 -4.585 -1.557
H 2.389 -6.993 -6.807
H -2.139 0.012 2.059
H 2.568 -3.233 -3.302
H 5.325 -6.230 -3.716
H -3.227 2.544 2.481
H -1.189 5.694 5.118
H 1.258 -5.755 -4.682
H -0.100 -2.704 0.074
H -3.675 5.953 1.730
H -3.464 6.899 5.951
H 0.814 -0.499 -0.662
H 2.387 -0.631 -2.610
H -2.297 2.819 1.029
H -0.727 1.379 3.088
H -3.732 0.520 1.500
H -1.317 2.943 3.630
H 3.076 -5.393 -3.001
H 5.016 -7.299 -6.184
H -1.472 5.224 2.671
H -5.067 7.067 3.766

(4)
DFT (wB97M-V/def2-TZVPD) results for 7 unconnected molecules or ions with the total composition C15H21Cl8N3O2.

largest force on an atom	1.00	eV/A
structure (SMILES)	C[N+](=O)[O-].c1ccncc1.c1ccncc1.ClCCl.ClCCl.ClCCl.ClCCl
orbital gap	9.64	eV
LUMO	0.25	eV

Geometry (Å):
Cl 2.564 -7.479 -0.680
Cl 1.362 -4.844 -0.267
Cl 4.143 2.322 3.109
Cl 6.973 2.197 2.314
Cl 1.231 0.904 -2.774
Cl 2.956 3.268 -2.618
Cl 0.398 -3.276 3.682
Cl 3.136 -3.446 2.658
O -3.602 3.059 0.140
O -1.789 3.987 0.850
N -3.182 1.287 -3.228
N -0.700 0.754 0.455
N -2.719 3.206 0.957
C 1.312 2.675 -2.756
C -3.240 0.522 -2.135
C 0.727 -1.131 0.780
C -2.797 2.463 2.256
C 1.822 -0.298 0.909
C -5.071 0.091 -4.091
C 2.058 -2.681 3.821
C 0.362 1.531 0.558
C -5.092 -0.720 -2.968
C 2.747 -5.743 -0.904
C 5.533 1.276 2.779
C -4.168 -0.502 -1.973
C -4.090 1.069 -4.172
C 1.648 1.065 0.777
C -0.499 -0.571 0.488
H -3.501 1.648 2.184
H 2.038 -1.616 3.620
H -1.777 2.177 2.485
H -5.755 -0.031 -4.919
H -4.096 -1.122 -1.089
H 0.211 2.580 0.317
H 0.744 3.017 -1.900
H 2.418 -2.894 4.818
H 3.650 -5.413 -0.406
H 0.884 -2.201 0.822
H -2.522 0.789 -1.368
H -3.086 3.222 2.982
H 2.812 -5.529 -1.965
H 5.756 0.703 3.670
H -1.399 -1.166 0.368
H 0.846 3.011 -3.673
H -5.808 -1.524 -2.840
H 5.282 0.610 1.962
H 2.475 1.757 0.831
H -3.983 1.723 -5.032
H 2.787 -0.723 1.166